The following is a quantum chemistry calculation of 10 unconnected molecules or ions with the total composition C47H45ClF9O31P, from OMol25.

The geometry in XYZ format:
```
134
Properties=species:S:1:pos:R:3:forces:R:3
C 0.047338 0.466145 2.143292 0.3 -1.2 0.2
C 0.768839 -0.659428 2.458177 -1.2 1.1 -0.7
C 0.317010 -2.027526 1.850061 -0.1 -0.2 0.0
C -0.733466 -1.889303 0.690886 -2.4 -0.6 0.0
C -2.095906 -2.393350 0.999389 1.1 1.5 -3.6
C -3.101591 -2.312866 -0.102700 1.7 0.3 0.6
C -2.764226 -1.762393 -1.406163 1.2 0.1 0.3
C -1.408747 -1.233419 -1.725897 -0.4 -1.0 2.5
C -0.422565 -1.325059 -0.632590 -0.2 0.7 0.0
C 1.059152 -0.840750 -0.869425 0.0 -1.3 -0.1
C 1.740679 -2.006169 -1.736142 -0.9 0.8 0.1
C 3.306448 -1.857214 -1.846248 -0.9 -1.1 -0.2
O 3.893961 -2.734159 -0.847754 -0.4 0.5 -0.4
C -1.071501 -0.624656 -3.129560 -0.4 -0.1 0.2
O -0.268041 0.288288 -3.300313 -1.3 -1.6 0.3
C -1.879941 -1.250435 -4.319472 -0.8 -0.4 -0.2
C -3.213594 -1.805432 -3.994813 0.8 -0.1 -1.8
C -3.978744 -2.438084 -5.066245 1.5 0.6 -0.8
C -3.430945 -2.503867 -6.422928 1.3 1.1 1.6
C -2.126110 -1.919377 -6.732186 -0.4 0.1 1.8
C -1.313498 -1.267521 -5.677978 -2.4 -1.1 1.3
P 0.323244 -0.554714 -6.238154 -0.5 0.7 -1.5
O 0.133958 1.133287 -6.040592 -0.1 -1.6 0.0
Cl 1.893520 -1.155855 -4.993164 -0.9 0.6 -0.1
C -3.800606 -1.721261 -2.544373 0.9 0.0 0.0
O -4.995630 -1.621671 -2.350391 0.6 -0.3 -0.2
H -1.065456 0.361718 2.035555 1.3 0.2 -1.0
H 0.536298 1.456405 2.010938 -0.7 -0.7 1.1
H 1.651243 -0.526278 3.128982 -0.3 -0.6 -1.4
H 1.212576 -2.543486 1.397160 -0.6 0.6 0.6
H -0.087256 -2.752018 2.617201 0.4 0.7 -0.8
H -2.295857 -2.799503 2.020713 0.0 0.4 -1.2
H -4.127762 -2.715531 0.088819 1.1 0.5 -0.4
H 1.108115 0.154624 -1.374822 -0.1 -1.0 0.3
H 1.640226 -0.782215 0.085132 -0.8 0.1 -0.7
H 1.195997 -2.010022 -2.714582 0.8 -0.1 0.7
H 1.434438 -2.962624 -1.212297 0.7 0.8 -0.6
H 3.717783 -2.221829 -2.835672 -0.6 0.8 0.7
H 3.563004 -0.782267 -1.679043 0.2 -1.1 0.1
H 3.465835 -3.593940 -1.015684 0.4 0.5 0.2
H -4.978953 -2.909777 -4.894483 1.1 0.6 0.1
H -3.992350 -3.011484 -7.237696 0.4 0.5 0.8
H -1.747602 -1.983290 -7.783588 -0.3 0.1 1.2
H -0.415849 1.368940 -6.818291 0.5 0.1 0.5
C -6.302055 1.361059 1.330019 -0.3 0.8 0.0
C -5.289925 0.445737 0.708130 0.7 0.0 0.1
O -5.642639 -0.821858 1.234042 -0.5 0.3 -0.2
C -6.985505 -0.765335 1.462565 -0.6 -0.5 0.2
O -7.670713 -1.720609 1.648177 0.3 0.2 0.0
O -7.443369 0.513510 1.445653 0.3 -0.5 -0.1
F -4.035445 0.752474 1.118209 0.1 -0.1 -0.1
H -6.002622 1.705448 2.322684 0.2 -0.1 -0.1
H -6.518444 2.228688 0.708077 -0.2 -0.1 0.0
H -5.322621 0.411357 -0.383942 0.2 -0.1 0.0
C -3.016819 2.718306 -3.132194 0.0 -0.9 0.2
C -2.207478 3.784827 -3.806749 -0.1 0.1 -0.7
O -2.966332 4.956269 -3.570613 0.2 -0.4 0.6
C -3.623476 4.742381 -2.392996 -0.6 0.6 0.5
O -4.139038 5.596847 -1.749596 0.1 -0.3 -0.2
O -3.607848 3.425524 -2.044856 0.2 0.4 -0.2
F -2.137563 3.575779 -5.143456 0.1 0.1 0.0
H -3.805768 2.320063 -3.775233 0.1 0.2 -0.2
H -2.396827 1.892302 -2.785047 -0.1 0.1 0.2
H -1.200469 3.910453 -3.401121 0.0 0.0 -0.2
C 4.492774 2.621704 4.787013 0.4 0.6 0.4
C 4.478929 1.915199 3.465686 0.9 -0.7 -0.4
O 3.291415 1.147159 3.525904 -0.3 0.6 0.2
C 2.443911 1.844026 4.336782 -0.7 0.1 0.4
O 1.270678 1.647127 4.404086 0.6 0.2 0.3
O 3.101785 2.795123 5.050429 -0.2 -0.6 -0.3
F 5.541930 1.067270 3.354141 0.0 -0.2 0.1
H 4.940199 2.019386 5.581639 0.0 -0.1 -0.2
H 5.006887 3.580415 4.742602 -0.3 0.0 0.0
H 4.441724 2.576714 2.600622 0.4 -0.8 0.3
C 4.972429 2.191314 -5.412510 -0.4 0.7 0.0
C 5.015834 0.772674 -5.896374 0.3 -0.2 -0.5
O 5.968258 0.170302 -5.041903 -0.5 0.4 0.3
C 5.899137 0.861866 -3.866301 0.4 -0.1 0.8
O 6.353113 0.480566 -2.837920 -0.1 0.1 -0.3
O 5.235295 2.042367 -4.019984 0.1 -0.5 -0.1
F 5.473075 0.705256 -7.171555 -0.1 -0.1 -0.1
H 5.748713 2.812825 -5.865383 0.0 -0.2 -0.1
H 4.003815 2.660923 -5.581398 0.0 0.0 0.2
H 4.064571 0.241758 -5.816944 0.1 0.0 -0.2
C -5.701007 -4.683661 2.468221 -0.7 0.6 -0.1
C -4.702710 -5.050645 3.524534 -0.2 -0.5 0.4
O -3.849896 -5.959788 2.855606 -0.1 0.6 -0.4
C -3.883990 -5.599054 1.540112 0.7 -0.6 -0.6
O -3.095439 -5.960180 0.727909 -0.3 0.1 0.2
O -4.919590 -4.767454 1.275794 0.2 -0.1 0.3
F -5.295318 -5.690595 4.559803 0.1 0.1 0.1
H -6.531935 -5.390057 2.407003 0.1 -0.1 0.2
H -6.104329 -3.680542 2.605549 0.1 0.0 -0.3
H -4.115818 -4.208139 3.900375 0.0 -0.1 0.2
C 1.738268 6.141749 8.507566 -0.5 0.5 0.3
C 2.234690 5.421077 7.288890 0.4 0.2 -0.4
O 3.161579 4.495008 7.820826 -0.6 0.0 0.3
C 2.720925 4.215071 9.082674 0.3 -0.6 0.6
O 3.087833 3.289253 9.728334 -0.1 0.3 -0.2
O 1.802172 5.127437 9.504852 0.3 -0.2 -0.4
F 2.893491 6.264713 6.456215 0.0 0.0 -0.1
H 2.384318 6.975077 8.794095 0.1 -0.1 -0.2
H 0.720413 6.511444 8.388765 0.0 -0.2 0.2
H 1.459898 4.886306 6.733917 0.1 0.1 -0.1
C -6.068549 -5.367636 -1.690418 0.6 0.4 0.5
C -7.084838 -4.992403 -2.726906 0.1 -0.1 -0.5
O -7.736370 -6.218956 -2.992465 0.0 0.2 0.6
C -7.652936 -6.941677 -1.835451 -0.3 -0.9 0.3
O -8.310279 -7.900610 -1.597619 0.2 0.3 -0.1
O -6.725230 -6.418201 -0.986683 -0.4 0.0 -0.4
F -6.486680 -4.561960 -3.868317 -0.1 0.1 -0.1
H -5.142417 -5.747962 -2.128554 -0.1 0.1 -0.2
H -5.827322 -4.540747 -1.024921 -0.1 -0.2 0.1
H -7.816612 -4.252400 -2.393822 0.1 0.1 -0.2
C 2.082474 5.826596 0.088866 -0.4 0.7 -0.1
C 2.126056 4.406034 -0.390088 0.3 -0.1 -0.6
O 3.095702 3.816887 0.457399 -0.5 0.3 0.5
C 3.037926 4.513698 1.625029 0.2 0.2 0.6
O 3.512615 4.136500 2.652912 -0.7 1.2 -0.7
O 2.368228 5.683792 1.478775 0.2 -0.6 0.0
F 2.563603 4.333256 -1.668407 -0.1 -0.1 0.0
H 2.848365 6.450453 -0.377399 0.0 -0.2 -0.1
H 1.109354 6.290551 -0.066721 0.0 0.0 0.3
H 1.179521 3.867709 -0.294069 0.1 -0.1 -0.1
C 8.242510 -0.345039 2.622069 -0.7 0.2 0.3
C 9.230845 -1.460852 2.789121 0.0 -0.4 -0.5
O 10.356456 -0.999835 2.067317 -0.2 0.4 0.5
C 10.310480 0.363310 2.138710 0.5 0.7 -0.3
O 11.223372 1.077593 1.881123 -0.3 -0.2 0.0
O 9.088060 0.800246 2.549714 0.4 -0.4 -0.1
F 8.783340 -2.602677 2.212702 0.1 -0.1 0.1
H 7.666024 -0.429790 1.697960 0.1 -0.2 0.0
H 7.551904 -0.270340 3.460052 0.1 0.2 0.0
H 9.515786 -1.659560 3.825528 0.0 -0.2 -0.1
```
Positions in Å, forces in eV/Å.

Results
- charge = 0
- E_LUMO (eV) = -1.71
- total energy (a.u.) = -5850.7616
- HOMO energy (eV) = -8.8
- frontier orbital gap (eV) = 7.130

The following is a quantum chemistry calculation of a molecular structure, C25H26F3N2S3Tc, from OMol25.

The geometry in XYZ format:
```
60
Properties=species:S:1:pos:R:3:forces:R:3
Tc -0.555979 -0.213630 0.702185 1.4 -0.6 -0.5
C -2.687774 -0.744277 3.517554 -0.1 0.0 -0.1
C -2.277269 0.719140 3.592406 0.1 0.0 -0.2
S -0.710566 1.176982 2.774003 0.0 -0.1 -0.2
C 0.563537 0.465129 3.872806 -0.1 -0.1 -0.2
C 0.736186 -1.040933 3.795018 0.1 -0.1 -0.1
S 0.940572 -1.631900 2.072821 -0.6 0.2 -0.1
C -0.002911 -3.189279 2.052184 0.2 0.2 0.0
C -1.468858 -3.102056 2.449776 0.0 0.0 -0.1
S -2.335838 -1.580397 1.908001 0.4 0.2 -0.1
H -3.766168 -0.820118 3.659225 0.0 0.0 0.0
H -2.214225 -1.334808 4.296978 0.0 0.0 0.0
H -2.177580 1.029276 4.633659 0.0 0.0 0.0
H -3.018747 1.373644 3.137182 0.0 0.0 0.0
H 0.298648 0.761717 4.888512 0.1 0.1 0.0
H 1.482702 0.984633 3.601027 0.0 0.0 0.0
H -0.098289 -1.575226 4.241381 0.0 0.0 0.0
H 1.644803 -1.325130 4.327022 0.0 0.0 0.0
H 0.515761 -3.904144 2.692984 0.0 0.0 0.0
H 0.107004 -3.526509 1.021252 0.0 0.0 0.0
H -1.617912 -3.187041 3.523958 0.0 0.0 0.0
H -2.001712 -3.931415 1.984473 0.0 0.0 0.1
N 0.620004 -0.331685 -0.630181 -2.0 0.2 1.7
C 1.677464 -0.419384 -1.412301 1.8 -0.1 -1.0
C 1.534172 -0.781344 -2.800422 -0.4 0.3 0.5
C 0.351765 -1.431172 -3.225610 -0.1 -0.1 -0.1
C 0.199997 -1.796954 -4.540744 -0.2 -0.1 0.0
C 1.201131 -1.507895 -5.470913 0.2 0.0 0.2
C 2.358218 -0.837698 -5.073885 0.0 0.0 0.0
C 2.512322 -0.443968 -3.762201 0.2 0.1 -0.1
C 2.975534 -0.145650 -0.793225 -0.5 -0.3 0.1
C 4.112977 -0.903471 -1.127716 0.0 0.0 -0.1
C 5.327738 -0.626563 -0.530088 0.0 0.0 0.0
C 5.421076 0.382528 0.423091 0.0 0.0 -0.1
C 4.292678 1.118627 0.784937 -0.1 0.1 0.0
C 3.073675 0.843202 0.204653 0.0 0.1 0.0
H -0.417486 -1.659548 -2.498767 0.0 -0.1 0.0
H -0.685241 -2.332667 -4.856240 0.0 0.1 0.0
H 1.074457 -1.789390 -6.508012 0.0 0.0 0.0
H 3.125452 -0.610732 -5.801246 0.0 0.1 0.0
H 3.345319 0.191792 -3.500161 0.1 -0.1 0.2
H 4.030673 -1.746394 -1.799287 0.0 0.0 -0.2
H 6.200202 -1.206875 -0.797373 0.0 0.0 0.0
H 6.374387 0.592647 0.890043 0.0 0.0 0.0
H 4.381094 1.926146 1.499446 0.0 0.0 0.0
H 2.203216 1.439254 0.452931 0.0 0.1 0.0
F -5.713153 4.010068 -1.569042 0.0 0.0 0.0
C -4.468998 4.067250 -2.030460 0.0 0.1 0.0
F -4.485407 3.995864 -3.359892 0.0 0.0 0.1
F -3.925549 5.234285 -1.669311 -0.1 -0.1 0.0
C -3.622469 2.941381 -1.457133 0.1 0.0 0.0
C -2.420505 2.612803 -2.065959 -0.1 -0.1 0.1
C -1.627341 1.641491 -1.491675 0.1 0.1 -0.1
N -1.968416 1.000081 -0.358028 -0.4 0.1 0.2
C -3.164533 1.289721 0.185057 -0.2 0.0 0.0
C -4.015206 2.249526 -0.322278 0.0 0.0 -0.1
H -2.107372 3.103300 -2.977549 0.0 0.0 0.0
H -0.690507 1.363103 -1.950427 0.0 0.0 0.1
H -3.469321 0.712792 1.047058 0.0 0.0 0.0
H -4.967432 2.451869 0.148507 0.0 0.0 0.0
```
Positions in Å, forces in eV/Å.

Results
- charge = +3
- E_LUMO (alpha / beta) (eV) = -11.86 / -11.35
- total energy (a.u.) = -2651.7549
- 2S+1 = 2
- ΔE to the lowest compared entry with this formula, charge and spin (kcal per mole) = 0.0
- HOMO energy (alpha / beta) (eV) = -17.5 / -17.7
- expectation value of S² = 0.839
- frontier orbital gap (alpha / beta) (eV) = 5.601 / 6.305

The following is a quantum chemistry calculation of 2 unconnected molecules or ions with the total composition C2H2ClNO3, from OMol25.

The geometry in XYZ format:
```
9
Properties=species:S:1:pos:R:3:forces:R:3
C 2.138747 1.157610 0.081475 -1.6 -0.8 -0.6
C 1.066915 -0.336294 -0.075914 -1.6 2.8 -2.6
N 2.008128 -1.166523 -0.506302 1.1 -2.0 -1.0
O 2.201188 1.734234 -0.954836 0.3 1.0 -2.3
O 2.347686 -2.074121 0.262977 0.3 0.0 0.3
O 2.461242 1.317191 1.208334 0.9 -0.1 2.8
Cl -13.195827 -0.112488 0.057147 -0.1 0.0 0.0
H 0.329840 -0.041588 -0.932462 1.6 -0.3 1.6
H 0.642084 -0.478024 0.859584 -0.8 -0.7 1.8
```
Positions in Å, forces in eV/Å.

Results
- charge = -2
- E_LUMO (eV) = 5.38
- total energy (a.u.) = -818.0870
- ΔE to the lowest compared entry with this formula, charge and spin (kcal per mole) = 32.9
- HOMO energy (eV) = -2.4
- frontier orbital gap (eV) = 7.802

The following is a quantum chemistry calculation of a gas-phase ion, CH5N2O (charge +1), from OMol25.

The geometry in XYZ format:
```
9
Properties=species:S:1:pos:R:3:forces:R:3
C 0.442599 -0.178167 0.612611 -3.4 1.5 -3.3
N -0.180704 0.799867 -0.154781 -1.4 4.2 2.4
N 0.456756 -1.440032 0.273342 0.9 -0.8 -0.7
O -1.133162 0.998297 -1.351531 1.4 -3.4 1.9
H 0.764932 0.222364 1.609261 -0.1 -0.7 -1.2
H -0.494919 1.642609 0.479699 1.3 -2.2 -1.6
H 0.234772 -1.933467 -0.627561 -0.2 1.6 1.0
H 1.035336 -2.029943 0.827639 0.4 -0.5 0.7
H -1.125608 1.918472 -1.668681 1.1 0.3 0.8
```
Positions in Å, forces in eV/Å.

Results
- charge = +1
- E_LUMO (eV) = -4.70
- total energy (a.u.) = -225.4835
- ΔE to the lowest compared entry with this formula, charge and spin (kcal per mole) = 77.5
- HOMO energy (eV) = -15.7
- frontier orbital gap (eV) = 10.984

The following is a quantum chemistry calculation of 2 unconnected molecules or ions with the total composition C2H10N3, from OMol25.

The geometry in XYZ format:
```
15
Properties=species:S:1:pos:R:3:forces:R:3
C 2.151667 -1.199612 -0.493569 -1.6 0.3 0.0
N 0.650619 -1.350166 -0.260111 0.9 0.0 0.8
H 2.661530 -1.878539 0.167045 0.4 -0.3 -0.1
H 2.323225 -1.394085 -1.541312 0.5 0.1 -0.1
H 2.399170 -0.183464 -0.199036 0.3 0.1 -0.3
H 0.590246 -2.021486 0.498776 -0.5 0.2 0.1
H 0.145439 -1.767197 -1.033487 0.2 0.0 -0.2
H 0.174355 -0.047226 -0.029185 0.1 -0.3 -1.1
N -2.411812 1.343787 0.799643 0.3 0.6 0.6
C -1.490130 1.217515 -0.138862 -0.5 2.5 0.9
N -0.198010 1.105372 0.045491 0.8 -1.3 -0.4
H -3.249307 1.883278 0.617599 -0.1 -0.4 -0.2
H -2.143749 1.336440 1.778826 0.0 -0.2 -0.1
H -1.878706 1.556517 -1.102106 0.2 -1.2 -0.5
H 0.275463 1.398865 0.890287 -0.9 0.1 0.7
```
Positions in Å, forces in eV/Å.

Results
- charge = +1
- E_LUMO (eV) = -3.85
- total energy (a.u.) = -246.1981
- ΔE to the lowest compared entry with this formula, charge and spin (kcal per mole) = 38.0
- HOMO energy (eV) = -14.5
- frontier orbital gap (eV) = 10.677

The following is a quantum chemistry calculation of a single C4H9N molecule, from OMol25.

The geometry in XYZ format:
```
14
Properties=species:S:1:pos:R:3:forces:R:3
C -1.166716 0.408337 0.330714 0.1 -0.2 4.4
C 0.101429 0.584606 -0.426550 1.4 1.0 -0.8
C 1.243593 -0.417683 -0.229977 -2.6 -2.6 -0.4
C 2.468315 -0.219401 0.208703 1.0 -0.9 -0.8
H -2.481555 -1.116647 0.781361 1.0 1.2 -3.0
H -2.715143 -0.312077 -0.831273 1.6 -1.3 2.0
H -1.768251 1.307456 0.545689 0.4 0.2 -0.9
H -0.892965 0.159400 1.413617 -0.1 0.1 -1.2
H 0.535242 1.606881 -0.370727 -0.4 -0.4 0.4
H -0.289932 0.549563 -1.429545 0.5 -0.3 -1.0
H 0.936129 -1.540033 -0.438791 0.6 2.4 0.2
H 2.812822 0.767026 0.473655 0.3 0.1 0.1
H 3.193089 -1.079617 0.091337 -0.8 1.3 0.7
N -1.976063 -0.697805 -0.118214 -3.1 -0.6 0.3
```
Positions in Å, forces in eV/Å.

Results
- charge = 0
- E_LUMO (eV) = 1.04
- total energy (a.u.) = -212.4946
- ΔE to the lowest compared entry with this formula, charge and spin (kcal per mole) = 35.5
- HOMO energy (eV) = -9.3
- frontier orbital gap (eV) = 10.364